Entry from the OMol25 dataset: a molecular structure, C34H31IIrN4O3 (the ωB97M-V functional and the def2-TZVPD basis).

XYZ file:
```
74
Properties=species:S:1:pos:R:3
H -1.180 -4.073 5.625
C 0.063 -1.846 3.430
C -3.281 -2.607 0.201
H -0.700 -5.600 3.742
H 1.584 -2.034 -1.927
N -1.170 2.107 2.278
C 3.700 2.712 -0.067
C 2.693 1.770 -0.185
C -1.500 -1.129 -0.394
C -2.433 3.983 3.862
H 0.314 -0.784 3.357
C 0.057 -4.057 2.475
H -2.982 1.753 1.374
H -3.939 -3.428 -0.050
C 0.937 -2.163 1.098
H -0.540 -1.254 -2.214
H -1.065 3.578 0.150
C -0.495 -2.313 4.597
H 2.123 2.073 -4.728
C 3.378 4.064 -0.087
C 1.395 1.367 -5.139
H 1.445 1.450 -6.222
O 0.271 -4.930 1.486
C -0.489 -4.542 3.669
H -2.991 -3.639 -2.177
C -2.353 -2.184 -0.739
N 0.996 0.550 -2.468
H -2.928 4.719 4.481
H -0.457 5.067 -0.584
C -0.388 3.981 -0.603
H -0.757 3.634 -1.570
H 2.404 -3.681 -3.556
H -0.481 4.289 4.741
C 0.351 -2.690 2.352
C -0.761 -3.682 4.708
H 1.821 5.520 -0.283
C -3.376 -2.000 1.444
H -2.569 -0.519 2.757
C 2.431 -2.293 -5.193
H 4.157 4.808 0.012
Ir -0.039 0.561 1.516
H -0.707 -1.643 5.418
C 1.369 2.183 -0.326
H 4.727 2.394 0.048
H 0.613 -4.420 0.719
H -4.107 -2.345 2.163
H 2.910 0.709 -0.135
C -1.545 -0.539 0.863
H 1.482 1.434 -2.495
C 2.060 4.464 -0.244
H -4.206 3.420 2.772
O 1.074 -2.865 0.100
C -1.073 3.753 4.013
C 0.277 0.327 -1.341
N -0.585 -0.695 -1.375
N 0.323 1.199 -0.337
O 1.299 -0.900 1.113
C 1.724 -1.745 -2.963
C 1.459 -0.446 -3.384
C -2.484 2.336 2.136
H -2.397 -2.154 -2.904
C 1.029 3.536 -0.376
C -0.491 2.806 3.200
C 1.680 -0.043 -4.703
H 2.816 -3.009 -5.907
C -2.512 -0.969 1.771
H 0.404 1.690 -4.816
C 2.177 -0.989 -5.591
C -3.146 3.265 2.914
H -1.262 -3.323 -2.208
H 2.357 -0.695 -6.618
I 1.529 2.256 3.287
C 2.200 -2.670 -3.881
C -2.243 -2.856 -2.080
```

Values from the calculation:
2S+1: 1
Maximum force, hartree/bohr: 0.014
Frontier orbital gap, eV: 7.255
Total charge: +1
E_HOMO, eV: -10.668
Energy relative to the best compared isomer or geometry (same formula, charge and spin), kJ/mol: 33.5

***

Entry from the OMol25 dataset: a molecular structure, C34H31N5OPbS2SbSe4Te (the ωB97M-V functional and the def2-TZVPD basis).

XYZ file:
```
80
Properties=species:S:1:pos:R:3
H 3.808 -3.063 -0.260
H 5.241 -1.040 -0.154
H -0.124 6.679 5.253
H 2.252 3.327 -5.920
C -1.452 -5.414 0.950
C 0.496 3.825 -1.050
C 0.746 1.860 -5.501
H -0.748 4.891 1.422
C 3.408 -2.102 0.030
N 1.488 -0.837 0.666
H 1.557 3.676 -0.883
C 2.037 -2.005 0.335
H -3.318 -4.869 1.912
C 1.642 2.529 -6.327
C -1.400 2.068 2.904
H -1.679 4.928 5.053
C 1.100 7.616 2.241
Te -0.282 0.462 -3.127
H -4.416 0.845 -0.419
N -2.851 1.885 1.170
Pb -0.832 -0.273 0.528
C -2.765 2.160 -0.079
C -1.944 -3.242 1.759
Se 1.848 -0.814 -3.127
O 0.101 1.866 0.180
C 0.034 4.890 -1.796
C 0.054 6.666 4.183
H -3.141 0.745 -1.653
H 1.122 0.822 -9.204
C -0.299 5.666 2.031
H -1.694 5.913 -2.593
H 0.688 6.605 0.389
H 0.480 -5.585 0.021
C -1.407 4.629 4.041
C -2.215 4.170 -1.446
C -1.330 5.077 -2.009
H 1.736 8.367 1.788
C -0.383 2.882 -0.468
C 2.273 0.256 0.745
C 1.005 1.124 -8.171
H -3.282 4.304 -1.594
N -2.107 2.673 2.030
H -1.723 -6.447 0.771
H -0.452 -0.394 -7.729
H 1.692 -3.810 -0.477
H -2.588 -2.512 2.240
H 1.325 8.394 4.229
H -0.127 3.014 -3.867
C 3.616 0.236 0.473
H 1.767 1.172 1.021
S -0.618 2.998 4.189
H -2.316 4.469 3.463
H 0.746 5.587 -2.226
S -1.042 0.361 3.081
H -1.007 -0.976 -5.284
C -1.777 3.102 -0.668
Se -1.503 -2.465 -2.488
H 2.476 2.682 -8.294
C 4.187 -0.978 0.089
H 1.517 2.453 -3.546
Se 0.452 -3.291 -6.010
C -0.971 0.099 -5.106
Sb 0.562 -3.160 -3.620
C -0.025 0.821 -6.021
H -1.987 0.504 -5.129
C 1.767 2.165 -7.659
C -3.697 1.423 -0.996
C 0.115 0.448 -7.352
C -2.342 -4.545 1.582
C 0.513 6.631 1.456
N 1.326 -3.191 0.266
H -4.229 2.124 -1.643
C -0.538 5.677 3.404
C 0.584 2.202 -4.046
H 4.198 1.143 0.551
N -0.754 -2.772 1.359
Se 1.996 -4.815 -2.590
C 0.870 7.632 3.608
C 0.091 -3.599 0.754
C -0.227 -4.951 0.540
```

Values from the calculation:
2S+1: 1
Maximum force, hartree/bohr: 0.014
Frontier orbital gap, eV: 6.900
Total charge: -1
E_HOMO, eV: -5.064
Energy relative to the best compared isomer or geometry (same formula, charge and spin), kJ/mol: 1.2

***

Result set for DFT total energy: -58800.2334; -347399.0403 eV, one per record in the order listed.